Entry 1:
The following is a DFT calculation (the ωB97M-V functional and the def2-TZVPD basis) of a structure of composition C34H46AsClIMnN6O2SSi3 in a non-equilibrium geometry.

```
! wB97M-V def2-TZVPD RIJCOSX def2/J DEFGRID3
* xyz 2 5
Mn 0.121 -0.065 1.698
Cl 0.366 -2.993 8.073
C 0.433 -2.631 6.388
C 1.223 -3.387 5.563
C 1.315 -3.088 4.198
I 2.435 -4.298 2.911
C 0.664 -2.000 3.646
O 0.793 -1.591 2.405
C -0.215 -1.261 4.492
N -0.926 -0.280 3.874
C -1.741 0.441 4.614
C -1.901 0.249 5.993
C -1.207 -0.750 6.622
C -0.333 -1.559 5.868
H 1.786 -4.210 5.981
H -2.314 1.209 4.105
H -2.577 0.885 6.548
H -1.322 -0.927 7.683
S -3.354 6.543 2.620
N -2.134 5.955 3.483
C -1.738 4.838 2.901
C -0.670 3.978 3.346
C 0.135 4.255 4.455
C 1.125 3.360 4.788
C 1.288 2.214 4.011
N 0.549 1.938 2.950
C -0.429 2.805 2.615
C -1.230 2.474 1.447
N -0.947 1.300 0.833
C -1.602 1.011 -0.294
C -2.591 1.818 -0.835
C -2.922 2.993 -0.192
C -2.231 3.333 0.973
C -2.495 4.528 1.733
N -3.436 5.418 1.477
H -0.045 5.155 5.028
H 1.776 3.541 5.631
H 2.050 1.489 4.272
H -1.299 0.096 -0.785
H -3.108 1.517 -1.735
H -3.683 3.662 -0.571
C 4.812 -1.609 1.401
N 3.563 -0.869 1.256
C 3.367 0.193 2.224
C 2.700 -1.116 0.275
C 3.109 -2.165 -0.722
O 1.614 -0.494 0.127
H 5.162 -1.508 2.426
H 5.584 -1.219 0.733
H 4.672 -2.667 1.206
H 4.231 0.861 2.215
H 3.261 -0.228 3.226
H 2.481 0.766 1.975
H 4.142 -2.036 -1.038
H 2.452 -2.116 -1.584
H 3.019 -3.149 -0.259
C -1.026 -1.159 -6.847
Si -1.796 -0.534 -5.248
C -2.225 1.304 -5.239
C -3.400 -1.471 -4.925
As -0.158 -0.929 -3.504
Si 1.367 1.003 -3.691
C 3.192 0.947 -3.218
C 1.438 1.217 -5.563
C 0.486 2.332 -2.690
Si -1.004 -2.844 -2.170
C -2.788 -2.468 -1.664
C -0.090 -3.363 -0.605
C -0.941 -4.171 -3.502
H -1.726 -1.050 -7.677
H -0.777 -2.219 -6.761
H -0.114 -0.624 -7.111
H -3.057 1.483 -5.923
H -1.404 1.950 -5.546
H -2.544 1.621 -4.243
H -3.984 -1.482 -5.847
H -4.018 -0.993 -4.163
H -3.238 -2.509 -4.633
H 3.707 0.072 -3.612
H 3.356 1.002 -2.145
H 3.658 1.828 -3.665
H 1.939 0.354 -6.008
H 2.038 2.099 -5.796
H 0.474 1.339 -6.050
H 0.625 2.133 -1.628
H -0.585 2.359 -2.901
H 0.900 3.317 -2.913
H -2.841 -2.094 -0.641
H -3.358 -3.398 -1.699
H -3.286 -1.756 -2.322
H -0.685 -4.176 -0.180
H -0.014 -2.600 0.178
H 0.903 -3.762 -0.791
H -1.403 -3.832 -4.430
H -1.481 -5.061 -3.172
H 0.083 -4.469 -3.728
*
```

Summary:
- HOMO-LUMO gap (spin up / spin down): 6.4 / 4.7 eV
- <S²>: 6.03
- LUMO level (spin up / spin down): -5.42 / -7.29 eV
- F_max: 1.7 eV/A
- Relative energy (zero: lowest compared OMol25 entry of this formula, charge and spin): 3.319 eV
- HOMO level (spin up / spin down): -0.435 / -0.440 Eh

Atomic partial charges in e from the Mulliken method, atoms 1 to 5:
1. Mn 0.455
2. Cl -0.237
3. C 0.529
4. C -0.357
5. C -0.342

=====

Entry 2:
The following is a DFT calculation (the ωB97M-V functional and the def2-TZVPD basis) of the ion C10H21N2O3 with charge +1 in a non-equilibrium geometry.

```
! wB97M-V def2-TZVPD RIJCOSX def2/J DEFGRID3
* xyz 1 1
C -2.953 1.401 1.778
O -1.582 1.074 1.281
C -1.702 0.356 -0.033
N -0.303 0.313 -0.601
C -0.162 1.049 -1.908
C 0.414 0.187 -3.166
N 0.137 -1.290 -3.157
C -0.469 -1.853 -1.897
C 0.289 -1.077 -0.627
C 0.188 -1.904 0.791
C 1.286 -1.386 1.937
O 0.985 -0.044 2.463
C 2.221 0.736 2.708
C 2.126 2.357 2.309
O 3.335 0.218 3.256
H -3.803 0.964 1.093
H -2.996 0.987 2.882
H -3.081 2.583 1.855
H -2.467 1.013 -0.660
H -2.221 -0.698 0.086
H 0.626 1.925 -1.710
H -1.139 1.598 -2.281
H 1.569 0.452 -3.306
H -0.111 0.626 -4.145
H 1.075 -1.778 -3.283
H -0.439 -1.590 -3.993
H -0.140 -2.994 -1.818
H -1.635 -1.755 -1.868
H 1.456 -0.990 -0.865
H -0.891 -1.988 1.237
H 0.524 -3.022 0.544
H 1.171 -2.138 2.853
H 2.384 -1.512 1.530
H 1.725 2.518 1.222
H 1.380 2.844 3.072
H 3.205 2.817 2.424
*
```

Summary:
- HOMO-LUMO gap: 8.9 eV
- LUMO level: -3.62 eV
- F_max: 8.8 eV/A
- Relative energy (zero: lowest compared OMol25 entry of this formula, charge and spin): 6.620 eV
- HOMO level: -0.458 Eh
- SMILES string: COCN1CC[NH2+]C[C@@H]1CCOC(C)=O

Atomic partial charges in e from the Mulliken method, atoms 1 to 5:
1. C -0.718
2. O -0.270
3. C -0.677
4. N 0.410
5. C -0.642